{"formula": "C6H17NO", "method": "ωB97M-V/def2-TZVPD", "total_charge": 0, "smiles": "CCCC[C@H](C)N.O", "homo_ev": -8.92, "multiplicity": 1, "homo_lumo_gap_ha": 0.3586, "elements": ["C", "C", "C", "C", "C", "C", "N", "H", "H", "H", "H", "H", "H", "H", "H", "H", "H", "H", "H", "H", "H", "H", "O", "H", "H"], "coordinates": [[2.706090, -2.169215, -0.420968], [1.533017, -1.724189, -1.288726], [1.127579, -0.283956, -1.029366], [0.327516, -0.013247, 0.309730], [-1.181180, -0.389725, 0.303758], [-1.841091, -0.137261, -1.080972], [-1.847905, 0.412320, 1.329430], [2.411172, -2.506665, 0.561934], [3.349344, -2.967658, -0.856935], [3.430717, -1.350321, -0.221635], [1.879296, -1.693296, -2.354524], [0.590711, -2.304228, -1.057170], [2.068815, 0.289165, -0.839450], [0.615231, 0.092326, -1.893979], [0.816932, -0.507113, 1.177319], [0.433707, 0.995524, 0.638242], [-1.368600, -1.503568, 0.571545], [-1.340683, -0.862729, -1.763636], [-1.616679, 0.900554, -1.310687], [-2.899455, -0.412163, -0.931412], [-2.011497, 1.387678, 1.096349], [-2.793771, 0.073960, 1.506929], [-1.656784, 4.636350, 2.720820], [-0.700746, 4.741859, 2.707002], [-2.031738, 5.295598, 2.126403]], "forces_ev_per_angstrom": [[1.2, -0.1, 0.1], [-0.3, 0.2, -0.1], [0.8, 0.9, 2.5], [0.0, -1.8, -0.3], [-0.4, -0.5, -0.2], [1.0, -1.7, 1.1], [-0.7, -0.3, 0.9], [-0.3, -0.2, 0.3], [-0.8, 0.3, 0.1], [-0.5, -0.1, -0.3], [-0.7, -0.8, 0.7], [1.2, -0.1, -0.9], [-0.6, -0.1, -0.7], [-0.2, 0.5, -0.2], [-0.2, -0.3, -0.6], [-0.2, 1.2, -0.3], [0.5, 1.7, -0.3], [-0.7, 0.8, -0.1], [-0.5, 0.0, -0.5], [0.3, 0.5, -0.6], [0.6, 0.0, -0.4], [0.3, -0.2, 0.0], [-0.2, -0.1, 0.0], [-0.1, 0.1, -0.1], [0.3, 0.0, 0.1]]}

=====

{"formula": "C6H17NO", "method": "ωB97M-V/def2-TZVPD", "total_charge": 0, "smiles": "CCCNC(C)C.O", "homo_ev": -8.50, "multiplicity": 1, "homo_lumo_gap_ha": 0.3420, "elements": ["C", "C", "C", "N", "C", "C", "C", "H", "H", "H", "H", "H", "H", "H", "H", "H", "H", "H", "H", "H", "H", "H", "O", "H", "H"], "coordinates": [[1.761955, 0.572093, -1.316931], [1.569108, 0.466219, 0.188106], [0.159372, 0.735369, 0.696899], [-0.389325, -0.400404, 1.383106], [-0.654075, -1.611656, 0.590989], [-1.317769, -2.633570, 1.500832], [-1.519332, -1.353464, -0.650656], [0.982349, 0.045742, -1.852329], [1.663327, 1.609992, -1.618475], [2.737480, 0.225845, -1.651316], [1.892926, -0.516335, 0.537559], [2.275216, 1.125399, 0.700338], [-0.500766, 1.046419, -0.129099], [0.136337, 1.623888, 1.336602], [-1.214414, -0.150746, 1.905766], [0.320053, -1.976694, 0.289551], [-0.962432, -2.505409, 2.527408], [-2.404177, -2.595103, 1.490918], [-1.010621, -3.644982, 1.240840], [-1.644484, -2.275764, -1.211225], [-2.527831, -1.133538, -0.305014], [-1.147231, -0.606437, -1.348598], [0.239208, 4.726540, -1.516370], [0.877565, 4.332771, -2.115947], [0.677550, 4.893834, -0.672946]], "forces_ev_per_angstrom": [[-0.2, 0.4, 0.1], [0.8, -0.2, 0.3], [-0.5, 0.7, -0.7], [-0.1, -0.5, 0.7], [-0.2, 0.9, 0.0], [0.6, -0.4, 0.4], [-0.2, -0.7, 0.2], [-0.1, -0.4, -0.1], [0.0, 0.3, -0.1], [0.0, -0.1, 0.1], [-0.2, -0.1, -0.1], [0.0, 0.2, -0.1], [0.2, 0.0, -0.3], [0.1, -0.4, 0.3], [-0.2, 0.1, 0.0], [0.2, -0.2, -0.2], [-0.1, 0.2, -0.1], [-0.1, 0.2, 0.0], [-0.2, -0.1, -0.3], [0.2, -0.3, -0.2], [-0.1, 0.5, -0.1], [0.0, 0.1, 0.2], [-0.3, 0.1, 0.1], [0.2, 0.0, 0.2], [0.1, -0.1, -0.3]]}

=====

{"formula": "C6H17NO", "method": "ωB97M-V/def2-TZVPD", "total_charge": 0, "smiles": "CCCCCNC.O", "homo_ev": -9.07, "multiplicity": 1, "homo_lumo_gap_ha": 0.3660, "elements": ["C", "C", "C", "C", "C", "N", "C", "H", "H", "H", "H", "H", "H", "H", "H", "H", "H", "H", "H", "H", "H", "H", "O", "H", "H"], "coordinates": [[1.637084, 1.819169, -1.636629], [1.527372, 0.779318, -0.502797], [0.908415, -0.558285, -0.911401], [-0.603281, -0.456100, -1.116262], [-1.449868, 0.280936, -0.106537], [-1.467472, -0.336071, 1.249331], [-1.632893, -1.828800, 1.223496], [1.230704, 2.789828, -1.347348], [1.202801, 1.529981, -2.595076], [2.710069, 1.911959, -1.783467], [2.554656, 0.593601, -0.166459], [1.115708, 1.198069, 0.421172], [1.406494, -0.942162, -1.805339], [0.969401, -1.362939, -0.176411], [-1.056161, -1.456007, -1.267458], [-0.820607, -0.219709, -2.180049], [-2.498628, 0.375377, -0.405484], [-1.100919, 1.315851, -0.055892], [-2.284789, 0.054280, 1.686905], [-0.862475, -2.343689, 0.678962], [-1.657612, -2.056149, 2.293282], [-2.675233, -1.964824, 0.901562], [0.990229, 0.450356, 2.916714], [1.599962, -0.095252, 2.384445], [0.257048, 0.521261, 2.300730]], "forces_ev_per_angstrom": [[0.3, -0.1, 0.4], [0.8, -0.4, 0.5], [-1.0, 0.1, 0.6], [-1.1, -1.4, -2.3], [-0.3, 0.3, 0.2], [1.5, -0.1, -1.1], [-1.7, 2.3, 1.5], [0.0, -0.1, -0.1], [-0.2, -0.2, 0.2], [0.0, 0.5, -0.4], [0.0, -0.2, -0.2], [-0.5, -0.1, -0.4], [-0.2, 0.1, -0.1], [0.8, 0.3, 0.5], [0.5, -0.1, 0.8], [0.1, 1.3, 0.6], [0.0, -0.2, -0.7], [0.1, 0.0, 0.4], [-0.1, 0.0, 0.4], [0.0, -0.2, -0.1], [0.4, -0.6, -0.2], [0.4, -0.9, -0.6], [0.9, -0.4, -0.4], [-0.2, 0.3, 0.6], [-0.8, -0.1, -0.1]]}

=====

{"formula": "C6H17NO", "method": "ωB97M-V/def2-TZVPD", "total_charge": 0, "smiles": "CC(C)N.CCCO", "homo_ev": -9.60, "multiplicity": 1, "homo_lumo_gap_ha": 0.3855, "elements": ["C", "C", "C", "N", "H", "H", "H", "H", "H", "H", "H", "H", "H", "C", "C", "C", "O", "H", "H", "H", "H", "H", "H", "H", "H"], "coordinates": [[-2.045838, 2.290935, 2.169349], [-1.788314, 1.941393, 0.711826], [-0.969952, 3.012631, 0.002821], [-1.154330, 0.635691, 0.523531], [-2.336063, 3.338328, 2.271870], [-2.846689, 1.690548, 2.599947], [-1.157411, 2.146504, 2.788405], [-2.755624, 1.878351, 0.205204], [-0.798022, 2.721168, -1.032689], [-1.510657, 3.953848, 0.026049], [-0.008655, 3.161142, 0.497475], [-1.776069, -0.125309, 0.762654], [-0.331457, 0.553734, 1.115974], [2.475609, -3.535446, -0.808963], [1.956456, -2.369973, -1.637433], [0.968583, -1.549142, -0.837794], [0.444973, -0.513431, -1.640537], [1.680351, -4.260434, -0.610792], [3.297377, -4.065010, -1.283901], [2.828115, -3.177601, 0.155338], [1.453790, -2.717214, -2.536379], [2.792331, -1.742136, -1.939245], [1.455327, -1.149220, 0.060699], [0.166167, -2.221724, -0.495958], [-0.039999, 0.102372, -1.067457]], "forces_ev_per_angstrom": [[-0.1, 0.2, 0.2], [-0.2, 0.0, -0.2], [-0.1, -0.2, 0.1], [0.3, 0.0, 0.0], [-0.1, 0.0, 0.0], [0.0, -0.1, 0.0], [0.1, 0.0, -0.1], [0.0, 0.0, 0.0], [0.1, 0.1, 0.0], [0.0, 0.2, 0.0], [0.1, 0.0, 0.0], [0.0, 0.0, 0.1], [-0.1, 0.0, 0.1], [-0.3, -0.2, 0.1], [0.1, 0.0, 0.2], [-0.2, 0.0, 0.0], [0.2, 0.1, -0.1], [0.1, 0.0, 0.0], [0.0, 0.0, -0.1], [0.1, 0.0, 0.2], [0.0, -0.1, -0.2], [0.0, 0.2, -0.1], [0.1, 0.0, 0.0], [0.0, 0.1, 0.0], [-0.2, -0.2, 0.0]]}

=====

Number 1: electronic energy -10034.667 eV. Number 2: electronic energy -10034.988 eV. Number 3: electronic energy -10034.336 eV. Number 4: electronic energy -10035.351 eV.